{"formula": "C22H36Cl2HfN5O2S3", "method": "ωB97M-V with the def2-TZVPD basis set", "elements": ["Hf", "N", "C", "C", "C", "N", "H", "H", "H", "H", "H", "H", "H", "H", "H", "H", "S", "C", "S", "S", "Cl", "C", "Cl", "H", "H", "C", "C", "N", "C", "N", "C", "C", "C", "N", "C", "H", "H", "H", "H", "H", "H", "H", "H", "H", "H", "H", "H", "H", "C", "C", "C", "C", "C", "C", "C", "C", "C", "C", "O", "O", "H", "H", "H", "H", "H", "H", "H", "H", "H", "H", "H"], "coordinates": [[-1.334611, -0.547606, -1.272596], [-0.628584, -0.062354, 1.056790], [-1.221886, -0.436144, 2.357784], [-2.616776, 0.135730, 2.481084], [-3.603418, -0.465205, 1.502929], [-3.328277, -0.116332, 0.087954], [0.354819, -0.323159, 1.035777], [-0.599698, 0.960210, 1.020034], [-0.589662, -0.073515, 3.171210], [-1.255034, -1.525997, 2.431912], [-2.581559, 1.226663, 2.375663], [-2.985630, -0.054984, 3.490646], [-4.619403, -0.153356, 1.751185], [-3.585213, -1.553403, 1.583556], [-3.449562, 0.891065, -0.032070], [-4.057542, -0.512695, -0.503936], [-2.849941, -0.434680, -5.686920], [-2.450806, -0.609533, -4.138702], [-3.226680, 0.226589, -2.790885], [-1.078483, -1.573171, -3.565350], [-2.702635, -3.168774, -1.194137], [-4.071530, -3.705065, -0.160280], [-5.542668, -2.806205, -0.462856], [-3.783448, -3.612429, 0.880257], [-4.224791, -4.739115, -0.445413], [4.338681, -1.124765, -2.316039], [3.183667, -0.643884, -3.163972], [1.931636, -0.871164, -2.449864], [1.719456, -1.746188, -1.467053], [0.513637, -1.790328, -0.887322], [0.316313, -2.868765, 0.086734], [1.525969, -3.048392, 0.975109], [2.690680, -3.413135, 0.085258], [2.758796, -2.507745, -1.059294], [4.015326, -2.520266, -1.818219], [4.487338, -0.460294, -1.461753], [5.257132, -1.130839, -2.900966], [3.157493, -1.180721, -4.115788], [3.242056, 0.422603, -3.377715], [1.124724, -0.402369, -2.841439], [0.083147, -3.810820, -0.421499], [-0.566710, -2.631249, 0.685934], [1.362270, -3.833613, 1.713466], [1.742716, -2.122858, 1.518147], [2.597007, -4.445151, -0.267088], [3.637540, -3.337711, 0.621369], [3.944134, -3.229593, -2.648170], [4.786644, -2.886861, -1.142972], [0.025455, 4.419763, 3.881956], [0.187335, 3.840639, 2.504229], [1.291971, 3.058965, 2.184801], [1.456050, 2.513803, 0.916563], [2.655727, 1.652457, 0.611208], [0.468602, 2.750565, -0.044079], [-0.651167, 3.541943, 0.237217], [-1.671989, 3.891009, -0.813791], [-0.766178, 4.074251, 1.517444], [0.602159, 2.037054, -1.354066], [1.512231, 2.132860, -2.126362], [-0.396726, 1.148737, -1.545196], [0.990351, 4.578440, 4.361339], [-0.553017, 3.751292, 4.523749], [-0.498093, 5.374275, 3.849683], [2.053218, 2.875687, 2.935306], [3.214749, 1.445296, 1.522927], [3.319320, 2.135468, -0.105603], [2.369369, 0.695004, 0.161088], [-1.259248, 4.596359, -1.537747], [-2.538427, 4.368961, -0.357321], [-2.010584, 3.027151, -1.385848], [-1.617741, 4.707598, 1.742003]], "atomic_forces_ev_per_a": [[-0.426, 0.395, 0.273], [0.031, 0.068, -0.127], [0.116, -0.003, -0.043], [-0.048, 0.057, 0.114], [-0.193, -0.021, -0.126], [0.241, 0.072, -0.093], [-0.021, -0.080, 0.010], [-0.017, 0.017, -0.002], [-0.033, 0.009, 0.025], [0.001, 0.001, 0.000], [0.000, -0.009, -0.050], [0.003, -0.002, -0.007], [0.013, 0.009, 0.054], [0.051, -0.008, 0.011], [0.010, 0.000, 0.054], [-0.038, -0.051, 0.035], [-0.124, -0.102, -0.059], [0.292, 0.218, 0.086], [0.034, -0.214, -0.136], [-0.029, -0.061, 0.089], [-0.131, 0.001, -0.083], [0.116, -0.175, -0.063], [0.023, 0.134, -0.002], [-0.002, -0.017, -0.019], [-0.054, -0.018, 0.098], [0.024, -0.007, 0.007], [-0.074, -0.021, 0.024], [-0.067, 0.191, -0.302], [0.182, -0.013, 0.095], [-0.031, -0.174, -0.070], [-0.159, 0.034, -0.062], [0.064, -0.029, 0.091], [0.023, 0.057, -0.104], [0.113, -0.035, -0.030], [-0.072, 0.008, 0.060], [-0.003, 0.007, -0.005], [0.001, -0.018, 0.003], [0.020, 0.006, -0.006], [0.038, -0.008, 0.036], [-0.028, -0.078, 0.121], [0.040, -0.005, -0.006], [0.007, -0.003, 0.023], [-0.010, -0.004, -0.015], [-0.001, 0.009, -0.018], [-0.026, -0.003, 0.010], [-0.015, 0.004, 0.030], [-0.015, 0.026, -0.025], [0.030, 0.024, -0.012], [-0.008, 0.023, 0.046], [-0.002, 0.002, -0.009], [0.017, -0.015, -0.013], [0.002, -0.039, 0.012], [0.015, -0.041, 0.046], [0.029, 0.030, -0.146], [0.058, 0.040, 0.051], [-0.075, 0.011, 0.006], [-0.019, 0.000, -0.014], [-0.235, -0.346, 0.007], [0.077, 0.157, -0.028], [0.223, 0.014, 0.175], [0.010, -0.011, -0.013], [-0.004, -0.009, -0.015], [-0.006, -0.004, -0.012], [-0.013, 0.017, 0.014], [0.019, 0.014, -0.013], [-0.008, 0.035, 0.008], [-0.022, 0.013, -0.009], [0.060, -0.008, 0.023], [0.007, -0.018, -0.017], [0.008, -0.056, 0.000], [0.012, 0.006, 0.014]], "mulliken_charge": [0.7117, 0.3645, -0.7122, -0.7665, -0.4639, -0.6411, -0.1759, -0.6077, 0.4502, 0.4310, 0.2973, 0.4262, 0.4061, 0.0092, 0.2753, 0.2961, -0.1691, 0.3405, -0.3939, -0.3247, 0.0973, -0.4017, -0.1123, 0.2510, 0.4354, -0.5307, -0.6961, 0.1815, 0.2113, 0.1598, -0.6362, -0.5301, -0.7706, 0.0889, -0.7582, 0.1691, 0.4005, 0.3711, 0.3956, 0.0915, 0.4589, 0.1448, 0.4293, 0.1593, 0.2960, 0.5059, 0.2675, 0.4166, -1.4979, 0.5511, -1.1455, 1.3075, -1.2453, 0.0870, 1.5733, -1.6187, -0.8116, -0.0893, -0.5934, 0.0635, 0.3939, 0.2592, 0.3974, 0.4111, 0.3862, 0.3843, -0.0695, 0.3515, 0.4094, 0.2292, 0.4184], "relative_energy_ev": 0.9696, "total_energy_ha": -3447.1745, "orbital_gap_ev": 7.6, "charge": 1, "largest_force_ev_per_a": 0.64, "molar_mass_g_mol": 748.160, "lumo_energy_ev": -2.399}